No. 1
Here is a structure of composition C25H49FGaN2O11 from the OMol25 dataset. Energies are from the ωB97M-V functional and the def2-TZVPD basis.

Cartesian coordinates (Å):
O  11.607179  1.113774  0.837415
C  10.778474  1.336336  0.032588
F  10.025939  0.316641  -0.438221
N  10.410935  2.536386  -0.526368
C  9.581917  3.421445  0.349567
O  9.939026  3.574251  1.483087
Ga  7.839339  4.231810  -0.450782
C  6.495140  2.690329  -0.287759
C  6.023702  2.323201  0.977461
C  5.135784  1.264500  1.108421
C  4.734498  0.585386  -0.032617
C  5.248103  1.014706  -1.246189
N  6.103786  2.030689  -1.401524
H  9.910134  2.355103  -1.390147
H  8.124196  4.541879  -2.005488
H  7.388014  5.532591  0.346679
H  6.332878  2.838630  1.874226
H  4.773171  0.959868  2.080778
H  4.045978  -0.243233  0.013653
H  4.951244  0.484330  -2.146008
C  -0.099116  0.603447  -0.258979
O  0.159818  -0.576647  0.475696
C  -0.441371  -0.640165  1.752227
C  -1.182882  -1.938707  1.999718
O  -2.334119  -2.171576  1.198903
C  -2.188693  -2.382849  -0.197613
C  -1.482784  -3.656997  -0.618038
O  -0.114387  -3.681112  -0.262853
C  0.322366  -4.855267  0.386157
H  0.643316  1.373393  -0.028338
H  -0.033609  0.360693  -1.319861
H  -1.102959  0.992142  -0.061671
H  -1.124305  0.202703  1.905902
H  0.352561  -0.568691  2.506777
H  -1.569117  -1.889115  3.022390
H  -0.504015  -2.791661  1.972837
H  -1.753229  -1.511222  -0.687292
H  -3.215149  -2.461258  -0.568566
H  -1.548757  -3.720387  -1.712078
H  -2.013008  -4.520448  -0.201076
H  -0.453254  -5.274851  1.034435
H  1.180599  -4.594270  1.005845
H  0.635216  -5.611474  -0.341517
C  -1.884600  2.001444  -7.811789
O  -1.431369  3.028577  -6.959591
C  -2.292180  3.347871  -5.882701
C  -1.588069  3.397676  -4.540385
O  -1.076994  2.171155  -4.049042
C  0.025766  1.555728  -4.700796
C  1.357374  2.274568  -4.607525
O  1.372618  3.512297  -5.294869
C  1.892456  4.599688  -4.554749
H  -2.514363  2.404447  -8.612643
H  -1.010233  1.528353  -8.259874
H  -2.443420  1.235168  -7.265568
H  -3.126134  2.639750  -5.827129
H  -2.711298  4.345196  -6.069393
H  -2.346909  3.689905  -3.808827
H  -0.828402  4.180592  -4.523694
H  -0.217075  1.304191  -5.734496
H  0.155168  0.605319  -4.175698
H  2.112250  1.623161  -5.065070
H  1.627992  2.405988  -3.555215
H  1.649589  4.521278  -3.491426
H  1.439981  5.513404  -4.942974
H  2.977554  4.669221  -4.671348
C  -5.427051  -0.812142  2.578656
O  -5.942956  -1.910991  3.302384
C  -5.331925  -3.153166  3.000652
C  -4.893375  -3.911241  4.237472
O  -3.851080  -3.321265  4.996829
C  -4.086312  -2.129314  5.724796
C  -4.993385  -2.247400  6.933407
O  -6.334724  -2.555270  6.598307
C  -6.907849  -3.618287  7.325881
H  -5.963046  -0.686089  1.631864
H  -5.567599  0.085400  3.182898
H  -4.358553  -0.927649  2.376276
H  -4.471704  -3.015486  2.337517
H  -6.069661  -3.773347  2.473932
H  -4.473660  -4.857366  3.884796
H  -5.747516  -4.169046  4.866962
H  -4.406835  -1.318048  5.069196
H  -3.102303  -1.846518  6.109356
H  -4.987698  -1.275871  7.444200
H  -4.581197  -2.990326  7.624420
H  -6.173140  -4.394423  7.560496
H  -7.688195  -4.063817  6.707723
H  -7.362497  -3.257619  8.255005

Atoms 1-3, force components in eV/Å:
O 0.594 -0.168 0.785
C 0.208 0.637 -0.093
F -0.301 -0.535 -0.474

The calculated total energy is -107310.9714 eV. The charge is -1. The calculation puts the LUMO energy at 1.90 eV. The largest force on an atom comes out at 0.0194 Eh/bohr.

***

No. 2
Here is a cluster of 3 separate species, C25H49N2O10P in total in a non-equilibrium geometry from the OMol25 dataset. Energies are from the ωB97M-V functional and the def2-TZVPD basis.

Cartesian coordinates (Å):
C  -0.772240  0.094870  0.774295
C  -0.788072  -0.638173  -0.174992
C  -0.744719  -1.357719  -1.450277
C  0.629323  -1.242150  -2.124072
C  1.062582  0.215048  -2.363866
C  1.146115  0.689657  -3.828796
C  -0.099737  0.565141  -4.711680
C  -1.433308  0.999085  -4.068628
C  -2.609061  0.138907  -4.553008
C  -3.893339  0.320724  -3.718204
C  -4.206368  -0.845512  -2.753977
C  -4.230085  -0.405771  -1.277490
O  0.572098  -1.998567  -3.350924
C  1.844559  -2.340353  -3.656279
O  2.245905  -2.700056  -4.712521
O  2.625017  -2.241674  -2.535432
C  1.711804  -2.079626  -1.408373
C  2.398111  -1.493574  -0.191804
O  3.590459  -2.241542  0.021267
C  4.251674  -2.046888  1.195551
C  3.481791  -1.507291  2.366904
O  5.411386  -2.346704  1.251789
P  1.278663  -3.829773  -0.900930
O  0.886844  -3.905501  0.506503
O  2.569890  -4.714873  -1.212069
O  0.152696  -4.371348  -1.912122
H  -0.823078  0.772224  1.593154
H  -1.002499  -2.403971  -1.277530
H  -1.510974  -0.946288  -2.106664
H  2.068380  0.327345  -1.961813
H  0.439292  0.895867  -1.788307
H  2.008465  0.212219  -4.299383
H  1.400151  1.752677  -3.774390
H  -0.204396  -0.452287  -5.087603
H  0.067074  1.183406  -5.596574
H  -1.391188  1.031980  -2.977880
H  -1.643082  2.021502  -4.395198
H  -2.804923  0.410004  -5.592353
H  -2.330185  -0.918509  -4.549166
H  -4.731075  0.398090  -4.415726
H  -3.861024  1.271789  -3.182394
H  -5.149387  -1.317166  -3.024648
H  -3.422094  -1.600984  -2.836870
H  -5.194280  0.014009  -0.990888
H  -4.025658  -1.255186  -0.622824
H  -3.478208  0.367506  -1.112556
H  1.693833  -1.575457  0.634373
H  2.651884  -0.440639  -0.322396
H  3.150365  -0.488466  2.163632
H  4.103826  -1.567102  3.251403
H  2.591787  -2.123615  2.526586
H  2.724960  -4.849894  -2.157229
H  0.331515  -5.285596  -2.168470
C  -4.111059  1.454084  1.785238
O  -5.438976  1.738506  1.390551
C  -6.358837  0.674454  1.546663
C  -6.911259  0.499818  2.967291
C  -5.925858  -0.135606  3.943484
N  -7.401645  1.757598  3.537316
H  -3.834185  0.420905  1.554084
H  -3.965279  1.642905  2.852006
H  -3.452685  2.123189  1.229893
H  -7.195736  0.920499  0.887206
H  -5.920723  -0.263005  1.180924
H  -7.767174  -0.176811  2.880984
H  -5.182855  0.581237  4.292797
H  -6.456571  -0.499602  4.822762
H  -5.403168  -0.979658  3.489150
H  -8.153133  2.121597  2.959106
H  -6.660103  2.448157  3.455668
C  6.320600  3.321580  4.948535
O  5.847767  3.821074  3.711948
C  6.420481  3.235642  2.559394
C  5.814180  1.887672  2.150302
C  6.247352  0.717249  3.027758
N  4.345429  1.942705  2.102386
H  7.382878  3.065418  4.895000
H  5.754052  2.446915  5.276298
H  6.187523  4.108839  5.689880
H  6.233610  3.950207  1.753197
H  7.509467  3.154858  2.674949
H  6.170601  1.682919  1.136141
H  5.713734  0.698620  3.979082
H  6.041165  -0.225870  2.523602
H  7.317724  0.754730  3.237489
H  4.064315  2.646374  1.425086
H  4.026895  2.313004  2.994678

Atoms 1-3, force components in eV/Å:
C -0.159 -0.064 -0.065
C 0.154 0.403 -0.208
C -0.073 -0.184 0.272

The calculated total energy is -59463.7155 eV. The charge is 0. The calculation puts the LUMO energy at 0.28 eV. The largest force on an atom comes out at 0.0248 Eh/bohr.